Molecular formula: C31H70BrFN8O10
Method: DFT, ωB97M-V/def2-TZVPD

## Properties
* spin multiplicity: 1
* SMILES string: CC[C@H](F)COC[C@H](Br)OC.CNC(C)=O.CNC(C)=O.CNC(C)=O.CNC(C)=O.CNC(C)=O.CNC(C)=O.CNC(C)=O.CNC(C)=O
* gap between HOMO and LUMO: 0.328 hartree
* LUMO level: 0.181 eV

Structure (XYZ):
```
121
Properties=species:S:1:pos:R:3:forces:R:3:lowdin_charge:R:1
C 0.9313 1.3030 0.1355 0.0 0.0 -0.2 -0.06
C 1.6783 0.0338 -0.2851 -0.5 0.4 0.3 -0.17
C 1.5408 -1.1511 0.6634 0.5 -0.3 -0.4 -0.29
F 0.4892 -0.9933 1.5733 -0.1 0.0 0.2 -0.04
C 2.8146 -1.5139 1.4017 0.0 0.3 0.1 -0.15
O 3.6295 -0.4181 1.7676 0.1 0.1 0.2 -0.12
C 3.0910 0.3698 2.8157 -0.2 -0.3 0.0 -0.27
C 4.1072 0.5088 3.9309 0.2 -0.3 -0.5 -0.70
Br 3.2979 1.7246 5.2567 0.0 0.2 0.2 0.70
O 5.3663 0.8905 3.5489 -0.1 0.2 0.0 -0.17
C 5.4119 1.9650 2.6221 0.4 0.1 0.0 -0.09
H 1.5684 2.0207 0.6341 0.2 0.1 0.3 0.06
H 0.5764 1.7948 -0.7592 -0.1 0.2 -0.2 0.08
H 0.0566 1.1117 0.7428 -0.1 -0.1 0.1 0.05
H 2.7241 0.2691 -0.4237 0.3 -0.1 0.0 0.11
H 1.3095 -0.2657 -1.2511 -0.1 -0.2 -0.3 0.08
H 1.2962 -2.0249 0.0620 -0.3 -0.2 0.1 0.14
H 3.4003 -2.1395 0.7395 0.3 0.0 -0.2 0.13
H 2.5753 -2.1181 2.2762 -0.1 -0.1 0.2 0.13
H 2.2284 -0.1271 3.2436 -0.3 -0.1 0.2 0.11
H 2.7365 1.3315 2.4670 0.1 0.3 -0.3 0.10
H 4.2048 -0.4439 4.4248 0.1 -0.2 0.4 0.11
H 5.1036 1.6572 1.6307 -0.3 -0.1 -0.2 0.09
H 6.4443 2.2798 2.5571 0.3 -0.1 0.1 0.08
H 4.8373 2.8199 2.9615 -0.3 0.1 0.1 0.07
C 6.1799 7.8181 4.2911 0.0 0.0 0.0 -0.01
C 5.1918 6.7094 4.5701 -0.1 0.0 0.0 -0.55
O 4.0009 6.9270 4.7139 0.1 0.0 0.0 0.03
N 5.6823 5.4431 4.6569 0.1 0.1 -0.1 0.01
C 7.0563 4.9997 4.5171 -0.3 -0.2 0.1 -0.07
H 5.6399 8.7585 4.2519 -0.1 0.0 0.0 0.08
H 6.9287 7.8746 5.0821 0.1 0.0 -0.1 0.08
H 6.6784 7.6581 3.3343 0.1 0.0 0.0 0.08
H 4.9744 4.7496 4.8445 0.0 0.0 0.0 0.12
H 7.1366 4.2877 3.6941 0.1 0.0 0.0 0.07
H 7.3826 4.5033 5.4325 0.1 0.0 0.0 0.09
H 7.7157 5.8375 4.3193 0.0 0.0 0.0 0.07
C 4.6107 -1.2299 -4.0003 0.0 0.0 0.0 0.00
C 3.2579 -1.6710 -3.5026 0.0 0.1 0.0 -0.54
O 2.3501 -0.8738 -3.3187 -0.1 -0.2 -0.1 0.02
N 3.0718 -2.9970 -3.2631 0.1 0.0 0.0 0.01
C 4.0246 -4.0804 -3.4229 -0.3 0.0 0.1 -0.08
H 4.5891 -0.1543 -4.1445 -0.1 0.0 0.0 0.09
H 5.3870 -1.4764 -3.2743 0.0 -0.1 -0.1 0.09
H 4.8423 -1.7060 -4.9539 0.1 0.0 0.0 0.09
H 2.1448 -3.2206 -2.9357 0.0 0.0 0.0 0.14
H 3.6432 -4.8094 -4.1398 0.1 0.0 0.0 0.08
H 4.1808 -4.5839 -2.4673 0.1 0.0 0.0 0.08
H 4.9774 -3.7064 -3.7796 0.0 0.0 0.0 0.07
C 1.2391 0.3158 -8.4815 0.1 0.1 0.0 -0.01
C 1.5797 0.3334 -7.0121 0.0 0.1 0.0 -0.54
O 2.1827 1.2564 -6.4888 0.0 0.0 0.0 0.03
N 1.1906 -0.7463 -6.2761 0.0 0.0 -0.1 0.02
C 0.4941 -1.9260 -6.7399 0.1 0.1 0.3 -0.08
H 1.6129 1.2283 -8.9365 0.0 0.0 0.1 0.08
H 1.7015 -0.5415 -8.9703 -0.2 0.1 0.0 0.04
H 0.1568 0.2734 -8.6200 0.0 -0.1 -0.1 0.09
H 1.4334 -0.6872 -5.2957 0.0 0.0 0.1 0.10
H -0.4549 -2.0341 -6.2091 0.0 -0.1 -0.1 0.08
H 1.0991 -2.8173 -6.5442 -0.1 -0.1 -0.1 0.07
H 0.2971 -1.8650 -7.8056 0.0 0.0 0.0 0.06
C -4.1606 1.4124 2.7881 0.1 0.1 -0.2 0.01
C -2.9159 0.8028 2.2051 0.1 0.1 -0.1 -0.56
O -2.6593 0.8477 1.0065 0.0 0.0 0.0 0.01
N -2.0797 0.1620 3.0585 -0.1 0.1 0.1 0.01
C -2.2165 0.0040 4.4945 0.2 -0.1 -0.2 -0.06
H -4.7377 1.8656 1.9879 0.0 0.0 -0.1 0.09
H -4.7647 0.6437 3.2606 -0.1 0.1 0.2 0.06
H -3.9166 2.1773 3.5272 0.0 -0.1 0.1 0.08
H -1.2745 -0.2407 2.6052 0.1 0.0 0.0 0.10
H -1.3566 0.4478 4.9978 -0.1 0.0 0.1 0.08
H -2.2556 -1.0593 4.7480 -0.1 0.0 0.1 0.08
H -3.1172 0.4874 4.8559 0.0 0.0 0.0 0.07
C -7.5867 -0.5091 1.9043 0.0 0.0 0.0 0.00
C -7.3899 -0.4804 3.3992 0.2 0.0 0.0 -0.55
O -6.9102 0.4884 3.9730 -0.2 0.0 0.1 0.01
N -7.7392 -1.5913 4.0952 -0.1 0.0 -0.1 0.01
C -8.2857 -2.8338 3.5831 0.1 0.1 0.3 -0.08
H -7.2528 0.4384 1.4928 0.0 0.0 0.1 0.08
H -6.9980 -1.3145 1.4606 -0.1 0.0 0.0 0.07
H -8.6402 -0.6487 1.6576 0.0 -0.1 -0.1 0.08
H -7.5772 -1.5125 5.0868 0.0 0.0 0.0 0.14
H -9.2603 -3.0264 4.0365 0.0 0.0 -0.1 0.08
H -7.6173 -3.6608 3.8258 0.0 0.0 -0.1 0.08
H -8.4015 -2.7895 2.5066 0.1 0.0 0.0 0.07
C -3.1355 -2.4290 1.3240 -0.2 -0.2 0.0 0.00
C -4.1492 -3.5292 1.5192 -0.1 0.1 0.0 -0.53
O -5.3527 -3.3134 1.5539 0.0 0.0 0.0 0.02
N -3.6775 -4.7980 1.6640 0.1 0.1 0.0 0.00
C -2.2981 -5.2448 1.6551 -0.3 -0.2 0.0 -0.08
H -3.6548 -1.4841 1.2245 0.0 0.0 0.0 0.07
H -2.4700 -2.3741 2.1847 0.1 0.0 -0.1 0.08
H -2.5526 -2.5990 0.4179 0.1 0.0 0.1 0.10
H -4.4023 -5.4864 1.7916 0.0 0.0 0.0 0.14
H -2.1433 -5.9638 0.8481 0.1 0.0 0.0 0.08
H -2.0565 -5.7310 2.6022 0.1 0.0 0.0 0.08
H -1.6239 -4.4076 1.5113 0.0 0.0 0.0 0.07
C 0.9987 -3.1608 -12.1672 0.0 0.0 0.0 -0.01
C 1.3373 -3.1548 -10.6967 0.1 0.1 0.1 -0.53
O 1.9457 -2.2318 -10.1766 0.0 -0.2 -0.1 0.02
N 0.9377 -4.2214 -9.9555 0.0 0.0 -0.1 0.01
C 0.2093 -5.3985 -10.3924 0.1 0.1 0.3 -0.07
H 1.3821 -2.2488 -12.6130 0.0 0.0 0.1 0.08
H 1.4583 -4.0159 -12.6640 -0.1 0.0 0.0 0.09
H -0.0815 -3.1969 -12.3131 0.0 -0.1 -0.1 0.09
H 1.1969 -4.1545 -8.9835 0.0 0.0 0.0 0.13
H -0.7319 -5.4780 -9.8460 0.0 -0.1 -0.1 0.08
H 0.7997 -6.2951 -10.1977 -0.1 -0.1 -0.1 0.08
H -0.0072 -5.3475 -11.4533 0.0 0.0 0.0 0.07
C -5.2160 3.9921 6.0844 0.0 0.0 0.0 -0.01
C -3.7078 3.9194 6.1041 0.0 -0.1 0.0 -0.56
O -3.1148 2.8719 6.3087 0.0 -0.1 0.0 0.02
N -3.0195 5.0689 5.8757 -0.1 0.0 0.0 0.01
C -3.5460 6.3944 5.6103 0.3 -0.1 0.0 -0.08
H -5.6127 2.9999 6.2745 0.1 0.0 0.0 0.08
H -5.5781 4.6729 6.8562 0.0 0.1 -0.1 0.08
H -5.5722 4.3286 5.1102 -0.1 0.1 0.0 0.09
H -2.0186 4.9496 5.8985 0.0 0.0 0.0 0.14
H -3.1985 6.7450 4.6372 -0.1 0.1 0.0 0.08
H -3.1991 7.0929 6.3737 -0.1 0.1 0.0 0.08
H -4.6302 6.3866 5.6112 0.0 0.0 0.0 0.07
```
Forces are in eV/Å.

Molecular formula: C15H17FeN2O4S
Method: DFT, ωB97M-V/def2-TZVPD

## Properties
* total charge: +1
* spin multiplicity: 5
* gap between HOMO and LUMO (alpha / beta): 0.189 / 0.294 hartree
* LUMO level (alpha / beta): -2.916 / -3.247 eV

Structure (XYZ):
```
40
Properties=species:S:1:pos:R:3:forces:R:3:mulliken_spin:R:1
C 3.7050 0.8609 2.0111 0.6 -0.6 -0.7 0.04
O 3.6983 0.2927 0.6532 -0.7 0.3 0.1 -0.01
C 2.5094 -0.0729 0.0815 -2.0 0.2 2.8 -0.09
C 1.3752 -0.4156 0.7828 2.6 0.4 -0.5 0.10
C 0.1044 -0.6591 0.0661 -2.1 -0.5 -0.1 0.06
C -0.1682 -0.4177 -1.4845 0.8 -1.9 1.5 0.00
C 1.1681 0.1155 -2.0074 1.4 0.0 -0.6 0.05
C 2.3712 0.1087 -1.3367 -0.9 -0.1 -0.4 -0.03
Fe 2.9457 -2.8004 2.1418 -1.7 3.6 -0.7 3.03
C 1.2187 -3.2948 1.6721 -2.6 -3.1 0.4 0.20
O 0.3512 -4.0803 1.6227 1.5 2.2 -0.3 0.15
C 3.5301 -3.3787 3.6882 1.1 -2.9 4.8 0.10
O 3.8208 -4.0778 4.5766 -0.4 1.9 -1.9 0.14
C 4.0199 -3.7144 1.1357 2.4 -3.8 -2.8 0.18
O 4.4833 -4.6674 0.6655 -0.3 1.7 0.5 0.12
H 3.9986 0.0762 2.7281 -0.2 0.3 -0.2 0.02
H 4.4847 1.6224 1.9479 -0.1 -0.2 0.2 0.00
H 2.7701 1.3302 2.3342 0.0 -0.2 -0.5 -0.01
H 1.3448 -0.3829 1.8959 -0.1 -0.1 -1.1 -0.06
H -0.2927 -1.6871 0.1787 0.2 0.5 0.9 0.00
H -0.5464 0.0675 0.5862 -0.3 -0.7 -0.2 0.00
H -0.3010 -1.4796 -2.0376 -0.2 2.6 1.2 0.00
H 1.3743 0.1057 -3.0627 -0.7 0.4 -0.6 0.00
H 3.3602 0.2178 -1.8051 -0.8 0.2 -0.5 0.00
C -2.8783 -0.5936 -1.2741 -0.2 -1.0 -0.8 0.00
C -4.0240 0.3987 -0.9355 -0.3 -0.7 0.3 0.00
N -3.3571 1.6572 -1.1432 -0.2 -0.2 0.1 0.00
C -3.9005 2.9627 -0.7643 1.1 -0.5 0.1 0.00
C -2.7690 3.8995 -1.1155 1.5 1.1 -0.8 0.00
S -1.1742 2.9343 -1.4378 0.1 1.0 0.3 0.00
C -2.0319 1.5043 -1.3418 -0.1 -1.6 -0.1 0.00
N -1.6072 0.2278 -1.4311 -0.8 1.0 -0.7 0.00
H -2.8177 -1.3720 -0.4938 0.4 0.4 -0.5 0.00
H -3.1380 -1.0590 -2.2516 0.6 0.1 0.7 0.00
H -4.9118 0.2793 -1.5927 0.7 0.1 0.2 0.00
H -4.4069 0.2656 0.1051 0.5 0.3 -0.5 0.00
H -4.8202 3.2134 -1.2819 0.0 -0.2 -0.3 0.00
H -4.1086 3.0045 0.3033 0.0 -0.2 0.2 0.00
H -2.9047 4.4309 -2.0751 -0.2 0.0 0.7 0.00
H -2.4753 4.5774 -0.3043 -0.4 0.0 -0.4 0.00
```
Forces are in eV/Å.

Number 1: E -138440.5662 eV. Number 2: E -72210.5074 eV.